This record from the OMol25 dataset describes 3 unconnected molecules or ions with the total composition C3H14N2O2. The level of theory is ωB97M-V with the def2-TZVPD basis set.

Element x y z (Å)
N -0.33808 -1.44405 -0.56048
C -0.70426 -0.90119 0.80046
C -1.70783 -1.95977 1.40101
C 0.58848 -0.56100 1.50215
N 1.54464 0.38789 0.87376
H 0.58145 -1.02575 -0.66530
H -0.76354 -0.84252 -1.22268
H -1.11738 0.16743 0.85510
H -1.15584 -2.75113 1.94252
H -2.35555 -1.63391 2.20742
H -2.52058 -2.24820 0.66128
H 1.09658 -1.69737 1.33510
H 0.48511 -0.33872 2.60311
H 2.43640 0.01361 1.12586
H 1.42672 0.80970 -0.09202
H -1.00425 -2.77850 -3.34836
H -0.56921 -3.37182 -4.67603
O -0.70914 -3.60575 -3.78966
H 1.51606 6.82841 1.21326
H 0.52572 6.75409 0.06054
O 1.19840 7.36070 0.48786

HOMO-LUMO gap: 9.898 eV
DFT total energy: -10411.14404 eV
E_HOMO: -9.239 eV
SMILES: C[C@H](N)CN.O.O